{
  "formula": "C8H8OS2",
  "method": "ωB97M-V/def2-TZVPD",
  "symbols": ["C", "C", "C", "C", "C", "C", "C", "C", "O", "S", "S", "H", "H", "H", "H", "H", "H", "H", "H"],
  "positions_angstrom": [[-2.798, -0.134, -0.244], [-2.045, -1.235, -0.621], [-2.144, 0.927, 0.321], [-0.680, -1.247, -0.394], [-0.768, 1.011, 0.550], [-0.003, -0.121, 0.128], [2.371, 0.889, 0.822], [1.487, -0.180, 0.266], [2.010, 1.989, 1.141], [2.307, 0.419, -1.770], [2.104, -1.871, 0.558], [-3.875, -0.210, -0.360], [-2.472, -2.151, -1.109], [-2.600, 1.892, 0.493], [-0.216, -2.114, -0.762], [-0.274, 2.022, 0.970], [3.370, 0.663, 0.763], [1.257, 1.174, -2.263], [2.968, -1.724, 1.512]],
  "s_squared": 2.013,
  "spin_multiplicity": 3,
  "orbital_gap_ev": [7.3, 6.0],
  "lumo_ev": [0.49, -3.21],
  "e_above_lowest_kcal_mol": 0.0
}